[1]
This record from the Open Molecules 2025 dataset describes a structure of composition C10H14B2CdF4N6. The level of theory is the ωB97M-V functional and the def2-TZVPD basis.

Properties
Total energy: -36327.49708 eV
Frontier orbital gap (spin up / spin down): 6.7 / 7.4 eV
Highest occupied orbital energy (spin up / spin down): -9.531 / -9.529 eV

XYZ file:
```
37
Properties=species:S:1:pos:R:3:forces:R:3
H -3.09644 1.38721 0.81296 0.2 -0.1 -0.1
N -2.13564 -0.03620 -0.47559 -0.8 0.3 0.2
B -1.62051 -1.85427 -2.22207 0.1 0.3 0.5
N -2.61184 -0.90723 -1.43905 0.5 0.8 0.7
C -3.95216 -0.75618 -1.55191 0.6 0.0 0.2
Cd 0.18225 0.07693 0.03552 -2.4 -0.6 -1.3
H -4.48659 -1.36402 -2.28422 0.1 0.4 0.4
C -4.36046 0.21066 -0.64345 -0.1 0.3 0.3
H -5.37278 0.57244 -0.47921 0.4 -0.2 -0.1
C -3.19134 0.64502 0.03353 0.0 -1.6 -1.7
H -2.21825 -2.52321 -3.01848 0.0 0.1 0.0
C 2.28490 -0.16494 0.29253 2.9 -0.1 0.8
H 2.62152 0.50573 1.07502 -0.4 0.3 0.1
H 2.70635 0.17464 -0.66967 -0.6 -0.7 0.2
H 2.43989 -1.19787 0.64257 -0.3 0.3 -0.8
N -0.90422 -2.78742 -1.17125 0.6 0.7 1.0
N -0.54239 -0.96085 -2.95241 0.5 1.0 1.0
N -0.19703 -2.21658 -0.13867 0.4 -1.0 0.1
N 0.21959 -0.06913 -2.22031 0.7 0.0 -0.9
C -0.86186 -4.13111 -1.04261 -0.2 0.4 -0.4
C -0.22018 -0.84152 -4.25676 -0.3 -0.3 0.5
H -1.40220 -4.73671 -1.78277 0.5 0.2 0.6
H -0.76489 -1.45814 -4.98186 0.5 0.5 0.3
C -0.10128 -4.43746 0.07042 0.5 -0.5 0.7
C 0.78278 0.10196 -4.37034 0.9 0.7 -0.5
C 0.32250 -3.20510 0.62528 -1.4 -0.1 -1.9
C 1.06484 0.56577 -3.06773 -1.7 -1.4 -0.2
H 0.14284 -5.42538 0.46716 -0.2 0.4 -0.3
H 1.28225 0.44799 -5.27998 -0.4 -0.3 0.4
H 0.94393 -3.00334 1.48884 -0.2 0.0 -0.1
H 1.78977 1.29196 -2.70937 -0.3 -0.2 -0.1
H -0.40158 -0.10110 1.83322 0.1 -0.1 0.4
F 0.33448 1.73419 1.42098 0.9 0.4 0.6
B 1.34964 2.42955 2.60594 -0.7 0.2 -0.1
F 0.31238 3.15763 3.17113 1.5 -0.2 0.0
F 1.92440 1.45206 3.41089 -0.9 0.4 -0.8
F 2.32108 3.06756 1.85499 -0.9 -0.2 0.4
```
Forces are in eV/Å.

[2]
This record from the Open Molecules 2025 dataset describes a cluster of 5 separate species, C34H57ClF3NO9S in total. The level of theory is the ωB97M-V functional and the def2-TZVPD basis.

Properties
Total energy: -87594.12689 eV
Frontier orbital gap: 7.9 eV
SMILES: C#CC[C@]1(c2ccccn2)C[C@](C=C)([C@@H](Cl)CC)S(=O)(=O)O[C@@]1(CCCC(=O)O)C(F)(F)F.CC(C)O.CC(C)O.CC(C)O.CC(C)O
Highest occupied orbital energy: -8.239 eV

XYZ file:
```
106
Properties=species:S:1:pos:R:3:forces:R:3
C -3.29022 -2.31093 1.32273 4.8 4.1 3.4
C -2.23921 -1.66323 1.80569 -5.2 -2.4 -1.8
C -1.00791 -0.83062 2.48637 -0.6 -1.4 -1.3
C -0.84961 0.67875 1.83954 -1.5 -1.4 1.0
C -2.19388 1.48788 2.33448 -1.1 3.3 -0.6
C -2.34198 2.94804 1.67911 -3.5 -0.8 2.9
C -3.59780 3.84221 2.08944 1.0 -4.7 1.6
C -4.59536 3.17499 3.11684 3.6 -1.4 -1.6
C -4.22817 1.74228 3.65603 0.4 1.9 -1.4
N -3.09897 0.91909 3.30855 -0.3 4.5 -2.3
C -0.86619 0.35016 0.24917 -0.3 -0.4 -0.2
C -0.09949 1.35444 -0.74056 -3.5 -1.0 -1.0
C -1.28702 2.21727 -1.49096 -1.8 -0.5 -1.9
C -2.15472 1.63550 -2.52499 1.6 1.0 2.2
C 0.52995 0.44867 -1.95516 1.4 -0.3 0.7
Cl 1.13114 1.53062 -3.35856 -0.6 -1.0 1.2
C 1.77878 -0.47908 -1.54857 0.1 -1.5 -1.5
C 1.96366 -1.55845 -2.78464 0.3 -0.9 0.7
S 1.07538 2.54921 0.02552 4.8 6.3 -4.1
O 0.81468 3.94866 -0.56104 -0.8 -4.4 2.6
O 2.55379 2.31847 -0.32747 -4.6 -1.4 2.2
O 0.78215 2.69768 1.65384 -0.7 -1.9 -1.5
C 0.52449 1.41717 2.34970 0.4 -0.7 0.9
C 1.85726 0.52878 2.16765 0.8 0.0 0.4
C 2.21322 -0.52712 3.32584 1.3 -0.6 0.2
C 2.96385 -1.84198 2.68577 -0.3 0.5 -1.0
C 4.40813 -1.47663 2.03064 2.2 1.4 2.0
O 5.32196 -0.95143 2.73456 -3.9 -2.5 -3.6
O 4.61337 -1.80006 0.62854 -1.7 0.9 2.5
C 0.42700 1.95053 3.90277 1.0 1.9 1.5
F -0.06055 0.99069 4.82958 0.9 2.7 -2.5
F -0.29590 3.21616 3.99635 1.6 -4.0 -0.1
F 1.75508 2.33264 4.38642 -3.5 -1.3 -1.4
H -4.40034 -2.62859 1.20879 2.8 0.6 0.0
H -0.07351 -1.46788 2.19477 -1.6 1.3 0.8
H -1.23650 -0.83027 3.60511 0.5 0.1 -1.7
H -1.58738 3.40879 0.95395 -1.1 -1.0 1.3
H -3.72715 4.88599 1.63443 0.1 -1.8 0.9
H -5.55004 3.73383 3.44874 1.8 -1.2 -0.5
H -4.97853 1.29298 4.42659 1.7 0.7 -1.6
H -1.99249 0.32377 -0.05748 2.1 0.1 0.5
H -0.47394 -0.72126 -0.00546 -0.6 1.9 1.0
H -1.56119 3.30032 -1.21253 2.0 -1.4 -1.2
H -2.84967 0.73067 -2.34029 2.2 0.6 -1.0
H -2.12226 2.18265 -3.54938 -1.3 -0.3 2.3
H -0.26363 -0.29164 -2.38790 1.0 1.9 1.0
H 1.54289 -1.16019 -0.62787 0.3 1.6 -1.4
H 2.79448 0.04889 -1.47746 -1.9 -0.4 0.4
H 2.92090 -1.37438 -3.39357 -1.6 -0.1 0.9
H 1.04992 -1.60703 -3.47788 1.4 0.2 1.0
H 2.08470 -2.62319 -2.31831 -0.2 1.8 -0.9
H 2.74939 1.28045 2.11207 -1.7 -1.3 0.0
H 1.85635 -0.02931 1.16374 -0.4 1.0 1.3
H 2.98674 -0.02252 4.03122 -1.5 -0.9 -1.0
H 1.32715 -0.93489 3.93103 1.3 0.8 -1.0
H 2.29207 -2.20263 1.79952 1.1 0.2 1.7
H 3.10117 -2.68095 3.48253 -0.2 1.6 -1.6
H 3.70796 -1.81697 0.20487 1.4 -0.2 0.7
C -4.52687 -1.91644 -4.86367 0.3 0.1 -0.2
C -4.30919 -1.92347 -3.35908 -0.7 -0.2 -0.3
C -5.20728 -2.94120 -2.67395 0.2 -0.2 0.4
O -4.58022 -0.62380 -2.83549 0.1 0.3 0.2
H -5.55931 -1.64563 -5.10806 0.0 -0.2 0.1
H -3.88309 -1.17174 -5.34135 0.0 -0.1 0.1
H -4.31124 -2.89587 -5.29807 -0.1 0.1 0.0
H -3.26148 -2.15136 -3.13999 -0.1 0.2 0.1
H -6.26361 -2.70662 -2.84159 0.1 -0.1 -0.2
H -5.04818 -2.92625 -1.59136 0.1 0.0 -0.1
H -5.01212 -3.95080 -3.04237 -0.1 0.2 0.0
H -5.50571 -0.41289 -3.02450 0.2 -0.1 0.0
C -6.25523 -5.99522 -6.99830 0.3 0.0 -0.2
C -6.03749 -6.00118 -5.49344 -0.7 -0.1 -0.3
C -6.93500 -7.01936 -4.80800 0.1 -0.2 0.3
O -6.30921 -4.70223 -4.97039 0.1 0.1 0.0
H -7.28796 -5.72525 -7.24278 0.0 -0.1 0.1
H -5.61226 -5.25065 -7.47657 0.0 -0.1 0.1
H -6.03863 -6.97514 -7.43237 0.0 0.1 0.0
H -4.98978 -6.22814 -5.27429 -0.1 0.2 0.1
H -7.99146 -6.78510 -4.97614 0.1 0.0 -0.1
H -6.77636 -7.00448 -3.72576 0.1 0.0 -0.1
H -6.73882 -8.02996 -5.17650 -0.1 0.1 0.0
H -7.23506 -4.49199 -5.15938 0.2 -0.1 0.0
C 5.27182 3.94153 -1.21621 -0.3 -0.2 0.1
C 6.19625 3.24853 -2.20474 0.0 0.8 0.1
C 7.56420 3.91183 -2.24289 0.3 -0.2 -0.1
O 5.61425 3.28913 -3.50619 0.0 -0.2 -0.2
H 5.11083 4.98759 -1.49830 0.2 0.0 0.0
H 4.28886 3.46186 -1.20791 0.2 0.1 0.0
H 5.68395 3.91257 -0.20361 0.0 0.0 -0.1
H 6.30599 2.19531 -1.92943 -0.1 0.0 -0.2
H 7.48326 4.95665 -2.56103 -0.1 0.0 0.1
H 8.21437 3.41070 -2.96614 -0.1 0.0 0.1
H 8.04479 3.88227 -1.26109 0.0 0.0 -0.1
H 5.51319 4.21788 -3.75879 0.0 -0.2 0.1
C 4.30362 2.87639 6.23159 -0.3 0.2 0.0
C 4.62859 1.45950 6.67091 0.5 0.4 -0.2
C 5.88037 1.41872 7.53325 0.0 -0.2 0.3
O 4.81699 0.64321 5.51864 -0.2 -0.2 0.0
H 5.11672 3.29682 5.63030 0.1 -0.1 0.1
H 3.40999 2.88491 5.60332 0.2 0.0 0.2
H 4.13381 3.52850 7.09292 0.0 0.0 -0.1
H 3.78436 1.04421 7.22958 0.1 -0.1 -0.2
H 6.74941 1.78771 6.97844 -0.1 0.1 0.0
H 6.10857 0.39114 7.83102 -0.1 0.1 0.0
H 5.75865 2.02548 8.43481 0.0 0.0 -0.1
H 5.56153 1.00085 5.01358 -0.2 -0.2 0.1
```
Forces are in eV/Å.

[3]
This record from the Open Molecules 2025 dataset describes the molecule C5H8O. The level of theory is the ωB97M-V functional and the def2-TZVPD basis.

Properties
Total energy: -7360.33282 eV
Frontier orbital gap: 10.5 eV
SMILES: C/C=C/[C@H]1CO1
Highest occupied orbital energy: -9.293 eV

XYZ file:
```
14
Properties=species:S:1:pos:R:3:forces:R:3
C 2.35619 -0.35402 -0.07688 0.1 0.0 0.0
C 0.99634 0.25130 0.09972 -0.2 -0.1 -0.2
C -0.05305 0.00962 -0.68442 0.2 0.0 0.2
C -1.41646 0.52595 -0.38887 0.1 0.0 -0.2
C -2.23739 -0.15909 0.61706 -0.2 -0.2 0.0
O -1.62185 1.08958 0.89620 0.0 0.2 0.1
H 2.33786 -1.17180 -0.80414 0.0 0.1 0.1
H 2.71894 -0.75622 0.87623 0.0 0.0 -0.1
H 3.09332 0.38594 -0.41071 -0.1 -0.1 0.1
H 0.85031 0.91940 0.94722 0.0 -0.1 -0.1
H 0.03597 -0.63493 -1.55938 0.0 0.1 0.1
H -1.93433 1.05417 -1.19265 0.1 -0.1 0.1
H -1.80112 -1.01687 1.12913 -0.1 0.2 0.0
H -3.32473 -0.14305 0.55150 0.2 0.0 0.0
```
Forces are in eV/Å.

[4]
This record from the Open Molecules 2025 dataset describes a cluster of 2 separate species, CH6BNO2 in total. The level of theory is the ωB97M-V functional and the def2-TZVPD basis.

Properties
Total energy: -7396.14544 eV
Frontier orbital gap: 9.8 eV
Highest occupied orbital energy: -9.337 eV

XYZ file:
```
11
Properties=species:S:1:pos:R:3:forces:R:3
B -0.82922 -0.33642 0.04553 -2.2 4.0 -0.7
C 1.79166 -0.01929 0.09140 -0.9 -0.6 -0.5
N 0.35488 0.42874 0.04998 0.8 0.8 -0.8
O -2.64783 0.68369 -0.15767 3.1 -4.5 0.0
O -1.09651 -1.61656 0.10217 2.0 -0.3 0.4
H 2.25765 0.23081 -0.85130 0.2 0.6 -0.2
H 2.20441 0.56402 0.89832 0.7 -0.4 0.3
H 2.00814 -1.10590 0.11782 -0.7 0.6 0.8
H 0.47604 1.45819 -0.19530 -1.5 -2.1 0.6
H -2.54673 1.59473 -0.04682 0.6 2.2 0.3
H -1.97248 -1.88201 -0.05413 -1.9 -0.3 -0.2
```
Forces are in eV/Å.

[5]
This record from the Open Molecules 2025 dataset describes a structure of composition C42H93N5O2Zn. The level of theory is the ωB97M-V functional and the def2-TZVPD basis.

Properties
Total energy: -104956.32290 eV
Charge: +6
Frontier orbital gap: 3.1 eV
Highest occupied orbital energy: -22.367 eV

XYZ file:
```
143
Properties=species:S:1:pos:R:3:forces:R:3
Zn 5.92823 2.58555 25.89666 2.3 -1.1 -1.0
C 7.83780 0.15820 23.37476 0.6 0.9 -0.1
C 8.30217 0.82703 24.64346 2.0 -3.3 -0.2
O 7.61186 1.80266 25.17215 -2.9 3.0 1.9
O 9.30229 0.41418 25.20384 -1.1 1.2 -0.3
H 7.41073 -0.81199 23.62858 -0.6 0.2 -0.1
H 8.70332 -0.06483 22.74863 0.1 0.1 0.2
H 7.23812 0.88750 22.84094 -0.6 -0.5 -0.2
C 6.81591 1.74593 19.77645 -0.1 1.2 0.1
C 5.31823 1.49254 19.89036 0.6 -1.6 -0.1
C 5.05079 0.89757 21.27766 -2.0 1.5 -0.4
N 3.54479 0.72125 21.53767 1.0 0.7 0.6
C 3.13667 -0.52771 20.80093 -1.3 0.4 0.3
C 3.30068 0.64128 23.07903 -2.2 -2.1 -0.5
C 2.22082 1.63018 23.48516 0.1 1.1 -2.2
C 1.57216 2.05767 22.13260 0.3 0.0 0.2
C 2.69983 1.94778 21.13996 1.0 0.1 -0.1
H 7.09118 2.51844 20.50349 0.0 0.0 0.1
H 6.99997 2.21477 18.81004 0.4 -0.4 -0.1
H 7.47184 0.89976 19.97378 -0.2 -0.2 -0.4
H 5.02489 0.76826 19.12586 0.1 -0.1 0.0
H 4.75019 2.37837 19.61401 0.1 0.2 0.6
H 5.33547 1.62367 22.04161 0.4 -0.1 0.0
H 5.44367 -0.09583 21.46975 0.5 0.2 -0.2
H 3.11262 -0.37366 19.72417 0.3 0.3 0.1
H 2.09967 -0.70614 21.08707 0.1 -0.4 0.0
H 3.78203 -1.36501 21.04879 0.0 0.1 0.2
H 2.80033 -0.32936 23.11705 0.4 -0.2 0.6
H 4.15176 0.60075 23.75758 0.6 0.1 -0.7
H 1.36543 1.27551 24.05219 0.7 -0.1 0.9
H 2.67233 2.58765 23.75756 -0.1 -0.3 1.1
H 0.67947 1.49028 21.88159 0.0 0.1 -0.1
H 1.37141 3.11159 22.31060 -0.8 -0.1 -0.7
H 2.51070 1.92561 20.06949 -0.4 -0.2 0.1
H 3.37243 2.79465 21.30117 0.0 0.0 0.0
C 4.04987 -2.72343 24.97093 0.1 0.2 0.1
C 5.30455 -3.62218 25.00928 0.0 -1.2 -0.5
C 5.58714 -4.36104 23.65702 -0.6 1.4 0.0
N 6.93260 -5.06258 23.53281 -1.5 -1.1 -0.1
C 6.79504 -6.40509 24.27670 -0.6 1.4 1.1
C 8.08412 -4.23714 24.00682 1.3 -0.4 -0.6
C 9.32373 -4.97989 23.41514 -1.1 1.5 -0.6
C 8.79836 -5.29086 21.99860 0.2 -1.1 -0.3
C 7.26260 -5.34517 22.07688 0.7 0.8 -0.4
H 4.16925 -1.81886 25.57657 0.5 0.2 -0.3
H 3.14520 -3.10638 25.44366 0.1 -0.8 -0.4
H 3.81390 -2.46253 23.93779 -0.1 0.2 0.1
H 5.14006 -4.40879 25.74618 0.3 0.3 0.4
H 6.21319 -3.06045 25.21879 -0.2 0.2 0.4
H 5.53762 -3.59161 22.88130 0.4 0.0 -0.1
H 4.75352 -5.01789 23.41022 0.4 -0.5 0.1
H 7.73825 -6.71396 24.71357 0.1 -0.2 -0.4
H 6.25309 -7.14572 23.69732 0.4 0.0 -0.4
H 6.12553 -6.12568 25.08954 0.2 -0.5 0.3
H 8.05776 -3.97563 25.06090 -0.1 -0.6 0.1
H 8.10850 -3.29290 23.45635 -0.6 0.1 -0.1
H 9.62379 -5.88834 23.92490 0.2 0.2 0.2
H 10.10560 -4.23224 23.30151 0.4 -0.4 0.5
H 9.27439 -6.22590 21.70174 -0.5 -0.2 -0.2
H 9.03624 -4.61930 21.17420 0.4 0.4 0.5
H 6.85171 -6.25062 21.63802 -0.3 -0.1 0.7
H 6.84917 -4.49787 21.53070 0.0 -0.1 -0.1
C 12.23050 -0.62651 23.50449 -0.1 0.0 0.8
C 13.43834 -0.59429 22.55972 -0.3 0.6 0.7
C 13.97220 0.83323 22.28200 1.3 -1.4 -0.1
N 15.18622 0.75791 21.33573 0.1 2.3 0.5
C 16.33622 0.05809 22.01981 -0.1 0.4 -0.7
C 15.57528 2.24867 21.08314 -0.2 0.0 0.2
C 16.32370 2.29013 19.76204 0.0 0.2 1.1
C 15.76760 1.10091 18.96993 1.1 -0.1 -0.4
C 14.94167 0.27890 19.91252 -1.9 -0.3 1.5
H 12.56360 -0.82375 24.52681 0.2 0.2 0.0
H 11.56582 -1.47190 23.31743 -0.1 0.2 -0.4
H 11.66119 0.30226 23.60229 -0.1 0.0 -0.5
H 13.21755 -1.14071 21.64473 0.1 0.2 -0.1
H 14.17123 -1.15032 23.14245 0.5 0.0 -0.6
H 14.42638 1.28271 23.16651 -0.2 -0.2 0.3
H 13.27625 1.59508 21.93325 -0.2 -0.5 -0.6
H 16.18613 -1.01747 22.00768 -0.1 0.0 0.1
H 16.41883 0.46596 23.02318 0.1 -0.2 0.0
H 17.22753 0.30030 21.44340 0.1 -0.1 0.1
H 16.07295 2.70565 21.93955 0.4 -0.6 0.1
H 14.67826 2.86777 20.99351 -0.4 -0.6 -0.1
H 17.39030 2.22514 19.96867 0.1 0.0 -0.4
H 16.10048 3.28238 19.37433 0.3 -0.2 -0.6
H 16.57922 0.44853 18.64826 0.1 0.4 -0.4
H 15.20565 1.42762 18.09894 0.0 -0.2 0.0
H 15.07914 -0.80030 19.91252 0.2 0.1 -0.3
H 13.86733 0.47273 19.83708 0.0 -0.1 -0.6
C 5.52388 -2.26402 32.96998 -0.5 -0.4 -0.2
C 6.80317 -2.29328 32.13901 0.3 -0.4 0.5
C 6.54692 -2.70553 30.67274 0.1 0.8 0.4
N 6.99260 -1.61556 29.67879 -1.1 -0.5 -1.1
C 6.28293 -0.32046 29.99873 0.9 -0.3 -0.1
C 8.51736 -1.54390 29.59619 0.0 0.8 1.0
C 8.88976 -1.05265 28.21129 -0.2 0.7 -0.4
C 7.61088 -1.19744 27.39255 -0.8 0.5 -0.8
C 6.61745 -2.00419 28.23142 1.7 -0.7 1.0
H 5.12452 -3.27971 32.91472 -0.2 0.1 0.2
H 4.73351 -1.60321 32.60606 0.2 0.2 -0.2
H 5.66314 -2.04681 34.02650 0.3 0.1 -0.1
H 7.42955 -3.06198 32.59573 0.1 0.0 -0.1
H 7.42090 -1.39786 32.24320 -0.2 0.1 -0.2
H 5.47725 -2.85204 30.52183 0.0 0.0 -0.2
H 7.08043 -3.62033 30.42227 0.0 0.1 -0.2
H 6.36013 -0.20243 31.07388 -0.1 0.6 -0.1
H 5.24782 -0.34169 29.66446 -0.1 -0.5 0.3
H 6.77047 0.46135 29.41706 0.2 0.2 0.4
H 8.81835 -0.82220 30.35404 0.1 -0.2 0.1
H 8.96208 -2.50391 29.84753 -0.4 -0.1 0.0
H 9.20752 -0.01015 28.24821 -0.1 0.0 0.0
H 9.72203 -1.55389 27.72160 0.0 -0.4 0.4
H 7.13319 -0.22990 27.16262 0.2 0.1 0.4
H 7.82533 -1.54866 26.38178 -0.2 -0.7 0.2
H 5.57082 -1.85765 27.98682 -0.1 -0.1 0.3
H 6.89398 -3.05633 28.32610 -0.4 -0.2 -1.0
C 8.51690 7.36640 26.18691 0.0 -1.1 -0.7
C 9.66594 6.58846 25.50561 -0.7 0.4 -0.2
C 9.03033 5.65746 24.45044 0.9 -1.4 1.4
N 10.03140 4.77493 23.69859 1.0 0.9 -0.7
C 10.90725 3.96357 24.62348 -1.5 0.2 0.2
C 10.88494 5.81150 22.80396 -1.3 -0.6 0.0
C 10.43178 5.49408 21.38188 1.0 1.6 -0.4
C 9.09130 4.86387 21.50112 -0.5 -1.7 -0.9
C 9.35648 3.89559 22.64599 -0.4 1.4 0.2
H 8.86196 7.91226 27.05854 -0.1 0.4 -0.3
H 7.71785 6.69439 26.52000 0.1 -0.1 0.1
H 8.08465 7.93706 25.36521 -0.1 0.8 0.6
H 10.17864 5.94082 26.21628 0.2 0.3 0.0
H 10.32209 7.36525 25.11435 0.3 -0.3 -0.1
H 8.33405 6.04525 23.71318 0.1 0.4 0.2
H 8.56032 4.95184 25.15293 -0.7 -0.2 -0.6
H 11.27970 3.10748 24.06955 0.7 0.3 0.0
H 10.25142 3.54414 25.39072 0.0 0.0 0.0
H 11.59925 4.61402 25.14788 0.4 -0.2 -0.4
H 11.95339 5.68809 22.94403 -0.1 0.0 0.4
H 10.49744 6.76410 23.14567 0.6 0.2 -0.1
H 11.21547 4.87785 20.93733 -0.5 -0.5 -0.2
H 10.39193 6.37215 20.73381 0.2 0.2 0.3
H 8.83657 4.32787 20.58278 0.3 -0.3 0.0
H 8.19363 5.47967 21.57743 0.4 0.5 0.7
H 10.13769 3.21319 22.31908 -0.4 -0.5 0.1
H 8.43374 3.46374 23.03134 0.3 -0.4 0.3
```
Forces are in eV/Å.

no.,molecular weight (u),strongest force on any atom (eV/A)
1,428.3,3.01
2,748.3,8.91
3,84.1,0.33
4,74.9,5.41
5,765.6,4.56